{
  "formula": "C4H8O2",
  "method": "the ωB97M-V functional and the def2-TZVPD basis",
  "multiplicity": 1,
  "homo_energy_ev": -8.19,
  "relative_energy_kj_mol": 231.8,
  "energy_ev": -8370.879,
  "charge": 0,
  "elements": ["C", "O", "C", "C", "C", "O", "H", "H", "H", "H", "H", "H", "H", "H"],
  "xyz": [[1.25, -1.03, -1.29], [-0.08, -1.11, -0.74], [-0.40, -0.11, 0.15], [-1.85, 0.25, 0.36], [0.59, 0.40, 0.89], [0.52, 1.57, 1.60], [1.42, -1.99, -1.78], [2.06, -0.89, -0.57], [1.31, -0.20, -2.00], [-2.42, -0.64, 0.64], [-2.36, 0.72, -0.48], [-1.89, 0.93, 1.22], [1.50, -0.17, 1.03], [0.36, 2.26, 0.94]]
}